Entry A
Below is C6H9NO in the gas phase, with properties calculated with ωB97M-V/def2-TZVPD.

Cartesian coordinates (Å):
C: 0.897 -0.211 -0.500
C: 0.220 1.111 -0.549
C: -0.793 0.994 0.514
C: 0.060 -1.064 0.484
C: -1.352 -1.242 -0.149
C: -1.844 0.035 0.011
H: 2.763 -1.083 -0.320
H: 1.068 -0.699 -1.495
H: -0.098 1.186 -1.490
H: 0.782 1.973 -0.162
H: -1.130 2.159 0.615
H: 0.948 0.472 1.495
H: 0.669 -1.841 0.943
H: -1.769 -2.144 -0.599
H: -2.623 0.372 -0.595
N: -0.066 0.102 1.574
O: 2.267 -0.121 0.224

Computed properties:
Highest occupied orbital energy in Ha: -0.3342
HOMO-LUMO gap in eV: 9.62
SMILES: O[C@@H]1C[C@H]2C=C[C@@H]1N2

Atom charges from the natural (NBO) analysis, given in e for atoms 1 to 2: atom 1 (C): 0.084, atom 2 (C): -0.478

Entry B
Below is C6H9NO in the gas phase, with properties calculated with ωB97M-V/def2-TZVPD.

Cartesian coordinates (Å):
C: -0.918 -0.050 -0.669
C: -0.085 -1.041 0.323
C: 0.279 0.088 1.237
C: 0.449 0.921 0.028
C: 1.631 -0.103 -0.337
C: 1.141 -1.397 -0.467
H: -2.757 -0.751 -0.393
H: -2.478 1.122 -0.554
H: -0.726 -0.155 -1.826
H: -0.469 -1.984 0.710
H: -0.524 0.285 1.753
H: 1.235 -0.103 1.773
H: 0.116 2.901 0.141
H: 2.734 0.179 -0.684
H: 1.723 -2.294 -0.751
N: -2.180 0.221 -0.046
O: 0.828 2.161 -0.238

Computed properties:
Highest occupied orbital energy in Ha: -0.3000
HOMO-LUMO gap in eV: 8.72
SMILES: N[C@@H]1[C@H]2C=C[C@]1(O)C2

Atom charges from the natural (NBO) analysis, given in e for atoms 1 to 2: atom 1 (C): -0.047, atom 2 (C): -0.259

Which structure is most stable, and how do the rest compare? From most to least stable: entry A, entry B.

Entry A
Below is 2 unconnected molecules or ions with the total composition C4H8O, with properties calculated with ωB97M-V/def2-TZVPD.

Cartesian coordinates (Å):
C: 0.215 1.960 -0.952
C: 0.131 1.129 -2.058
H: 1.172 1.963 -0.442
H: -0.594 2.646 -0.601
H: 0.879 0.762 -2.779
H: -0.884 0.762 -2.309
O: -1.624 -2.245 0.911
C: -0.655 -1.571 0.652
C: 0.303 -1.130 1.768
H: -0.556 -1.082 -0.328
H: 0.725 -0.089 1.677
H: 1.079 -1.916 1.698
H: -0.191 -1.188 2.763

Computed properties:
Highest occupied orbital energy (alpha / beta) in Ha: 0.0350 / -0.1059
HOMO-LUMO gap (alpha / beta) in eV: 3.18 / 6.89
Total charge: -1
⟨S²⟩: 0.7528
2S+1: 2

Atom charges from the natural (NBO) analysis, given in e for atoms 1 to 2: atom 1 (C): -0.746, atom 2 (C): -0.735

Entry B
Below is 2 unconnected molecules or ions with the total composition C4H8O, with properties calculated with ωB97M-V/def2-TZVPD.

Cartesian coordinates (Å):
C: 0.671 1.032 3.117
C: -0.325 1.867 2.902
H: 1.026 0.364 2.341
H: 1.247 1.037 4.039
H: -0.815 1.890 1.938
H: -0.701 2.510 3.697
O: 0.482 -1.353 -0.801
C: -0.173 -1.721 -1.850
C: -0.137 -0.951 -3.135
H: -0.870 -2.586 -1.821
H: 0.845 -0.500 -3.298
H: -0.828 -0.050 -3.119
H: -0.422 -1.537 -4.009

Computed properties:
Highest occupied orbital energy (alpha / beta) in Ha: 0.0284 / -0.1020
HOMO-LUMO gap (alpha / beta) in eV: 3.10 / 6.60
Total charge: -1
⟨S²⟩: 0.7538
2S+1: 2

Atom charges from the natural (NBO) analysis, given in e for atoms 1 to 2: atom 1 (C): -0.381, atom 2 (C): -0.405

Which structure is most stable, and how do the rest compare? From most to least stable: entry B, entry A.

Entry A
Below is C5H6OS2 in the gas phase, with properties calculated with ωB97M-V/def2-TZVPD.

Cartesian coordinates (Å):
C: 2.080 -0.793 -0.317
C: 0.665 -0.305 0.041
C: 0.269 1.001 0.016
C: -1.057 1.414 0.540
C: -2.179 -1.154 -0.047
H: 2.176 -0.929 -1.537
H: 2.908 0.035 -0.168
H: 2.452 -1.690 0.174
H: 1.057 1.724 -0.388
H: -1.124 1.302 1.628
H: -1.156 2.436 0.187
O: -3.162 -1.896 -0.077
S: -2.452 0.586 -0.324
S: -0.474 -1.729 0.272

Computed properties:
Highest occupied orbital energy in Ha: -0.3338
HOMO-LUMO gap in eV: 9.57
SMILES: CC1=CCSC(=O)S1

Atom charges from the natural (NBO) analysis, given in e for atoms 1 to 2: atom 1 (C): -0.665, atom 2 (C): -0.115

Entry B
Below is a molecular structure, C5H6OS2, with properties calculated with ωB97M-V/def2-TZVPD.

Cartesian coordinates (Å):
C: 1.698 0.184 -0.229
C: -0.805 1.413 -0.170
C: -1.101 -0.087 -0.195
C: -0.306 -0.891 0.836
C: 0.713 -0.968 -0.311
H: -1.219 1.881 -1.063
H: -1.253 1.887 0.734
H: -2.164 -0.275 -0.326
H: -0.762 -1.862 1.069
H: -0.015 -0.413 1.771
H: 1.244 -1.932 -0.545
O: -0.324 -0.681 -1.258
S: 3.312 -0.025 -0.169
S: 0.983 1.768 -0.143

Computed properties:
Highest occupied orbital energy in Ha: -0.3199
HOMO-LUMO gap in eV: 8.52

Atom charges from the natural (NBO) analysis, given in e for atoms 1 to 2: atom 1 (C): -0.313, atom 2 (C): -0.561

Which structure is most stable, and how do the rest compare? From most to least stable: entry A, entry B.

Entry A
Below is a molecular structure, C5H6OS2, with properties calculated with ωB97M-V/def2-TZVPD.

Cartesian coordinates (Å):
C: -0.077 -0.618 0.160
C: -1.263 -0.903 -0.960
C: -1.990 0.015 0.015
C: -1.335 -0.567 1.134
C: -0.001 0.915 -0.138
H: 1.094 -2.854 -0.484
H: -1.162 -0.172 -1.790
H: -1.268 -1.956 -1.032
H: -3.162 0.355 -0.286
H: -1.707 -1.578 1.361
H: -1.338 0.078 2.073
O: -1.363 1.249 -0.223
S: 1.517 -1.518 0.011
S: 1.386 1.711 0.032

Computed properties:
Highest occupied orbital energy in Ha: -0.3240
HOMO-LUMO gap in eV: 9.10

Atom charges from the natural (NBO) analysis, given in e for atoms 1 to 2: atom 1 (C): -0.238, atom 2 (C): -0.422

Entry B
Below is C5H6OS2 in the gas phase, with properties calculated with ωB97M-V/def2-TZVPD.

Cartesian coordinates (Å):
C: -2.504 -0.570 -1.089
C: 0.145 -0.808 -0.182
C: 1.113 -0.558 0.913
C: 1.793 0.533 1.174
C: 1.617 1.729 0.399
H: -3.511 -0.097 -0.885
H: -2.646 -1.673 -1.121
H: -1.912 -0.198 -1.918
H: 1.223 -1.462 1.539
H: 2.346 0.558 2.198
H: 2.380 2.569 0.652
O: 0.812 1.846 -0.479
S: -1.447 -0.331 0.351
S: 0.591 -1.537 -1.552

Computed properties:
Highest occupied orbital energy in Ha: -0.3200
HOMO-LUMO gap in eV: 8.43
SMILES: CSC(=S)/C=C\C=O

Atom charges from the natural (NBO) analysis, given in e for atoms 1 to 2: atom 1 (C): -0.758, atom 2 (C): -0.342

Entry C
Below is C5H6OS2 in the gas phase, with properties calculated with ωB97M-V/def2-TZVPD.

Cartesian coordinates (Å):
C: 1.065 -1.280 0.497
C: -0.421 -1.020 0.066
C: 2.021 -0.123 0.906
C: -0.879 0.200 -0.100
C: -2.071 0.849 -0.600
O: 1.069 2.131 -0.492
S: 2.477 -0.927 -0.703
S: 0.558 1.252 0.521
H: 1.368 -2.315 0.920
H: -0.976 -1.985 -0.193
H: 2.838 0.035 1.603
H: -2.499 1.765 -0.028
H: -2.881 0.102 -0.768
H: -1.670 1.318 -1.629

Computed properties:
Highest occupied orbital energy in Ha: -0.3060
HOMO-LUMO gap in eV: 8.92

Atom charges from the natural (NBO) analysis, given in e for atoms 1 to 2: atom 1 (C): -0.331, atom 2 (C): -0.216

Entry D
Below is a molecular structure, C5H6OS2, with properties calculated with ωB97M-V/def2-TZVPD.

Cartesian coordinates (Å):
C: -0.584 0.894 1.129
C: 0.615 0.262 1.649
C: -0.401 -0.987 1.845
C: -1.106 -0.412 0.613
C: -0.120 -0.439 -0.693
H: -0.941 2.355 -0.189
H: -1.202 1.461 1.968
H: 1.396 0.891 2.292
H: -0.893 -0.819 2.897
H: -0.075 -1.999 1.662
H: -2.157 -0.454 0.437
O: -0.039 1.954 0.227
S: -0.588 -0.702 -2.316
S: 1.448 -0.108 -0.068

Computed properties:
Highest occupied orbital energy in Ha: -0.3113
HOMO-LUMO gap in eV: 8.37

Atom charges from the natural (NBO) analysis, given in e for atoms 1 to 2: atom 1 (C): 0.036, atom 2 (C): -0.307

Which structure is most stable, and how do the rest compare? From most to least stable: entry B, entry D, entry A, entry C.

Entry A
Below is C5H5NO2 in the gas phase, with properties calculated with ωB97M-V/def2-TZVPD.

Cartesian coordinates (Å):
C: 1.366 -0.031 0.008
C: 0.712 1.199 0.000
C: -0.672 1.232 0.006
C: -1.356 0.010 -0.007
C: 0.589 -1.183 0.008
H: 3.126 0.713 0.029
H: 1.285 2.119 0.014
H: -1.232 2.157 0.015
H: -2.990 -0.894 0.021
H: 1.086 -2.150 0.018
N: -0.752 -1.169 0.004
O: 2.724 -0.172 -0.017
O: -2.706 0.031 -0.010

Computed properties:
Highest occupied orbital energy in Ha: -0.3102
HOMO-LUMO gap in eV: 9.17
SMILES: Oc1ccc(O)nc1

Atom charges from the natural (NBO) analysis, given in e for atoms 1 to 2: atom 1 (C): 0.218, atom 2 (C): -0.226

Entry B
Below is C5H5NO2 in the gas phase, with properties calculated with ωB97M-V/def2-TZVPD.

Cartesian coordinates (Å):
C: 0.920 1.327 -0.827
C: 0.121 0.340 0.037
C: -1.220 -1.462 -0.326
C: -0.192 -1.819 0.493
C: -0.280 1.088 1.250
H: 1.454 0.677 -1.508
H: 0.235 2.025 -1.380
H: 1.671 1.767 -0.131
H: -2.111 -1.934 -0.645
H: -0.010 -2.698 1.123
N: -0.405 1.680 2.210
O: -1.030 -0.100 -0.641
O: 0.847 -0.892 0.345

Computed properties:
Highest occupied orbital energy in Ha: -0.3311
HOMO-LUMO gap in eV: 9.91
SMILES: CC1(C#N)OC=CO1

Atom charges from the natural (NBO) analysis, given in e for atoms 1 to 2: atom 1 (C): -0.624, atom 2 (C): 0.439

Entry C
Below is C5H5NO2 in the gas phase, with properties calculated with ωB97M-V/def2-TZVPD.

Cartesian coordinates (Å):
C: -1.032 1.627 -0.362
C: 0.348 -0.230 -1.263
C: 0.378 -1.174 -0.356
C: 0.304 1.120 -0.655
C: 0.598 -0.626 0.974
N: -2.068 2.045 -0.202
O: 0.683 0.749 0.838
O: -0.514 -1.095 1.770
H: 0.152 -0.370 -2.286
H: 0.093 -2.174 -0.406
H: 0.962 1.893 -0.886
H: 1.398 -0.881 1.597
H: -1.301 -0.883 1.236

Computed properties:
Highest occupied orbital energy in Ha: -0.3959
HOMO-LUMO gap in eV: 11.22
SMILES: N#C[C@@H]1C=C[C@H](O)O1

Atom charges from the natural (NBO) analysis, given in e for atoms 1 to 2: atom 1 (C): 0.255, atom 2 (C): -0.203

Which structure is most stable, and how do the rest compare? From most to least stable: entry A, entry B, entry C.

Entry A
Below is a gas-phase ion, C10H11N2 (charge +1), with properties calculated with ωB97M-V/def2-TZVPD.

Cartesian coordinates (Å):
C: -0.085 -1.746 2.664
C: 0.353 -2.929 1.885
C: -0.478 -0.607 2.064
C: 0.882 -3.110 0.745
C: -1.283 1.003 0.246
C: -0.353 1.323 -1.843
C: 1.094 0.716 0.652
C: -0.298 0.043 0.695
C: 0.767 -0.166 -0.449
C: -0.431 2.222 -3.024
N: -1.254 1.625 -0.888
N: 0.426 0.266 -1.723
H: -0.149 -1.906 3.652
H: 0.137 -3.854 2.561
H: -0.933 0.240 2.660
H: 1.178 -3.845 0.025
H: -2.194 1.265 0.706
H: 1.266 1.861 0.453
H: 1.783 0.557 1.424
H: 0.164 1.788 -3.866
H: -0.209 3.143 -2.723
H: -1.472 2.182 -3.521
H: 1.088 -0.070 -2.396

Computed properties:
Highest occupied orbital energy (alpha / beta) in Ha: -0.4618 / -0.4380
HOMO-LUMO gap (alpha / beta) in eV: 7.71 / 6.52
Total charge: +1

Atom charges from the natural (NBO) analysis, given in e for atoms 1 to 2: atom 1 (C): -0.174, atom 2 (C): -0.369

Entry B
Below is a gas-phase ion, C10H11N2 (charge +1), with properties calculated with ωB97M-V/def2-TZVPD.

Cartesian coordinates (Å):
C: 3.246 -0.380 0.367
C: 2.714 0.760 0.865
C: 2.565 -1.303 -0.425
C: 1.470 1.093 0.472
C: 1.320 -1.038 -0.825
C: 0.719 0.203 -0.357
C: -2.934 0.034 0.200
C: -2.677 1.314 -0.124
C: -1.932 -0.954 0.282
C: -1.336 1.582 -0.630
N: -0.508 0.462 -0.733
N: -1.433 -2.120 0.300
H: 4.193 -0.658 0.769
H: 3.199 1.184 1.704
H: 3.127 -2.112 -0.853
H: 0.867 2.025 0.852
H: 0.773 -1.664 -1.474
H: -3.885 0.003 0.723
H: -3.490 1.914 -0.141
H: -1.625 1.746 -1.813
H: -0.993 2.568 -0.196
H: -1.931 -3.070 0.204
H: -0.438 -2.219 0.183

Computed properties:
Highest occupied orbital energy (alpha / beta) in Ha: -0.4318 / -0.4384
HOMO-LUMO gap (alpha / beta) in eV: 6.97 / 6.85
Total charge: +1

Atom charges from the natural (NBO) analysis, given in e for atoms 1 to 2: atom 1 (C): -0.138, atom 2 (C): -0.204

Which structure is most stable, and how do the rest compare? From most to least stable: entry B, entry A.